34
Properties=species:S:1:pos:R:3:forces:R:3:lowdin_charge:R:1 method="wB97M-V/def2-TZVPD" molar_mass_g_mol=214.3 orbital_gap_ev=9.195 e_lumo_ha=0.02951 multiplicity=1 homo_energy_ev=-8.4 smiles=CCc1ccc(O)cc1.Cc1ccccc1 charge=0
C -0.1665 -1.6628 -0.4908 0.23 0.34 -0.18 -0.2066
C -0.8475 -2.9214 -1.0427 0.54 -0.29 -0.61 -0.0849
C 0.6954 -1.8559 0.7337 1.06 0.31 -0.44 -0.2407
C 1.9486 -2.4519 0.5105 -0.40 -0.70 0.36 -0.0428
C 0.5058 -1.3005 1.9799 -0.70 0.62 0.35 -0.0419
C 2.8709 -2.6047 1.5234 -0.63 -0.36 0.86 -0.0207
C 1.4110 -1.4106 3.0386 -0.61 -0.17 -0.98 -0.0092
C 2.5421 -2.1643 2.8097 0.78 0.28 0.18 -0.3302
O 3.3478 -2.4305 3.8796 0.10 0.18 0.42 0.0436
H 0.4952 -1.1425 -1.1839 0.15 -0.55 -0.56 0.1100
H -0.9345 -0.8971 -0.4253 -0.14 -0.11 0.89 0.0683
H -1.8967 -2.7513 -0.9531 -0.86 -0.37 0.06 0.0556
H 2.1303 -2.9616 -0.4210 0.16 0.21 -0.42 0.1156
H -0.3878 -0.7057 2.1523 -0.03 -0.10 -0.01 0.1125
H 3.7564 -3.2201 1.4393 0.14 0.09 -0.38 0.1115
H 1.1729 -0.8977 3.9570 0.28 -0.28 0.27 0.1154
H 4.2173 -2.7560 3.6264 -0.15 -0.02 -0.26 0.1017
H -0.5820 -3.8758 -0.5980 0.06 0.18 0.80 0.0728
H -0.6504 -3.1625 -2.0853 0.07 0.63 -0.34 0.0678
C -3.9932 1.9605 -1.5241 0.04 0.34 0.79 -0.0547
C -1.1188 4.1895 -2.5528 -1.41 0.66 0.20 -0.0904
C -0.0787 3.5942 -1.8515 0.42 0.14 -1.54 -0.1020
C -2.3747 3.6009 -2.5744 -0.37 -1.46 1.39 -0.0495
C -2.5927 2.4448 -1.8051 -0.08 -0.54 -0.26 -0.2788
C -0.2369 2.3257 -1.3355 -0.50 -0.09 0.74 -0.0815
C -1.5174 1.7791 -1.2348 0.78 0.75 -0.48 -0.0529
H -1.1170 5.2036 -2.9390 0.78 -0.13 -0.25 0.1024
H 0.8907 4.0570 -1.9588 0.19 0.02 0.46 0.0985
H -3.3018 3.9445 -3.0106 0.39 0.84 -0.40 0.1030
H 0.5890 1.8011 -0.8778 0.17 0.00 -0.03 0.1005
H -4.2262 0.9250 -1.7704 0.10 0.11 -0.59 0.0780
H -4.7118 2.6822 -1.9101 -0.21 -0.36 -0.27 0.0704
H -1.6213 0.8583 -0.7025 -0.37 -0.32 0.21 0.0772
H -4.1320 1.9746 -0.4371 0.01 0.15 0.01 0.0823